The following is a quantum chemistry calculation of the molecule BrCl3Si, from the OMol25 dataset.

Geometry as XYZ:
```
5
Properties=species:S:1:pos:R:3:forces:R:3
Cl 0.44919 -1.94488 0.39087 0.8 0.4 -0.6
Cl -1.91640 0.06739 0.16905 0.8 0.4 -0.4
Cl 0.76196 1.06350 1.66207 0.4 -0.1 -1.3
Br 0.51639 0.77126 -2.16721 0.3 -0.4 1.5
Si 0.18886 0.04274 -0.05478 -2.3 -0.2 0.8
```
Forces are in eV/Å.

Properties
- SMILES: Cl[Si](Cl)(Cl)Br
- DFT total energy: -115492.5038 eV
- Kohn-Sham gap: 0.3857 Ha
- HOMO: -0.4126 hartree


The following is a quantum chemistry calculation of C19H23N5O6S2W as an isolated structure, from the OMol25 dataset.

Geometry as XYZ:
```
56
Properties=species:S:1:pos:R:3:forces:R:3
W 0.36171 -0.17300 -0.00022 0.4 0.1 -0.1
N 2.53170 -4.38565 0.72605 0.0 0.0 0.0
C 1.54480 -3.31102 1.09278 -0.5 0.4 0.2
C 1.74813 -2.85736 2.52918 0.0 0.2 -0.1
C 0.67877 -1.82797 2.92968 -0.1 -0.3 0.0
N 0.81155 -0.53159 2.19949 -0.1 0.1 -0.2
C -0.72037 -2.40430 2.72840 0.0 0.1 -0.1
C -0.99638 -2.88670 1.30437 0.0 -0.1 0.2
N -1.28426 -1.72597 0.40562 0.3 0.0 -0.1
C 0.13073 -3.81460 0.80659 0.0 0.2 -0.1
H 3.49199 -4.06694 0.87574 0.1 0.0 0.0
H 2.43496 -4.63910 -0.26121 0.0 0.0 0.0
H 2.38980 -5.22685 1.29040 0.0 -0.1 0.0
H 1.76884 -2.47972 0.43378 0.2 0.1 -0.3
H 2.74451 -2.42297 2.65573 0.0 -0.1 0.0
H 1.65803 -3.70332 3.21671 0.0 0.0 0.1
H 0.80578 -1.63059 3.99510 0.0 0.1 0.0
H 1.70507 -0.10132 2.43384 0.1 0.0 0.0
H 0.11243 0.11060 2.57985 0.0 0.0 0.1
H -1.47225 -1.67042 3.03327 0.0 0.0 0.0
H -0.83614 -3.25536 3.40109 0.0 0.0 0.0
H -1.89849 -3.49978 1.33964 0.0 0.0 -0.1
H -2.12031 -1.26667 0.76567 0.0 0.0 0.0
H -1.55778 -2.07023 -0.51475 0.0 0.0 0.0
H 0.01223 -3.98874 -0.26717 0.0 -0.1 0.0
H -0.01694 -4.76796 1.32352 0.0 0.0 0.0
S 0.90866 -1.36843 -1.95672 -0.1 0.2 0.4
C 2.39245 -0.61880 -2.54168 0.1 0.0 0.1
C 2.83250 -0.87582 -3.83814 -0.1 0.0 0.0
C 4.03415 -0.34724 -4.27235 0.0 0.0 0.0
C 4.80637 0.43555 -3.41913 0.0 0.0 0.1
C 4.36748 0.71167 -2.13729 0.0 0.0 0.0
C 3.15258 0.19222 -1.69693 0.0 -0.1 -0.1
S 2.58088 0.56736 -0.07330 -0.5 -0.2 -0.1
H 2.21695 -1.47916 -4.49318 0.1 0.0 0.0
H 4.36858 -0.54265 -5.28208 0.0 0.0 0.0
H 5.75066 0.84331 -3.75296 0.0 0.0 0.0
H 4.94789 1.34516 -1.47863 0.0 0.0 0.0
O -0.75346 1.41090 0.95382 0.1 -0.3 -0.1
C -1.37366 1.66416 -0.13688 -0.4 0.4 0.1
O -1.13544 0.85895 -1.09911 0.2 -0.3 0.2
C -2.28718 2.79872 -0.25848 0.0 0.1 0.1
C -3.01084 3.01318 -1.42807 0.0 -0.1 -0.2
C -3.85512 4.10216 -1.49208 0.2 0.0 0.1
C -4.00938 4.98383 -0.43695 -0.1 0.1 0.0
C -3.28088 4.74188 0.71454 0.1 -0.2 -0.2
C -2.42027 3.67027 0.82110 0.0 0.0 0.1
N -3.42485 5.65018 1.87506 0.0 0.1 0.1
O -4.16026 6.59868 1.73718 0.1 -0.1 0.0
O -2.78748 5.36799 2.87080 -0.1 0.0 -0.2
N -4.61784 4.33364 -2.74227 -0.1 0.0 -0.1
O -5.32609 5.31218 -2.77508 0.1 -0.1 0.0
O -4.47489 3.51250 -3.62484 0.0 0.2 0.1
H -2.93173 2.35493 -2.28207 0.0 0.0 0.0
H -4.67723 5.83119 -0.51071 0.0 0.0 0.0
H -1.86068 3.52899 1.73329 0.0 0.0 0.0
```
Forces are in eV/Å.

Properties
- Charge: +2
- Multiplicity: 3
- DFT total energy: -63290.7449 eV
- Kohn-Sham gap (alpha / beta): 0.2565 / 0.2648 Ha
- Expectation value of S²: 2.027
- HOMO (alpha / beta): -0.5014 / -0.5124 hartree


The following is a quantum chemistry calculation of a 2-piece molecular cluster, C5H14N2O overall, from the OMol25 dataset.

Geometry as XYZ:
```
22
Properties=species:S:1:pos:R:3:forces:R:3
C 1.17493 -0.27717 -0.99762 0.2 0.3 -0.1
C 1.01693 -0.62100 0.45406 -0.1 0.0 0.1
C -1.30348 0.20404 0.69758 0.1 -0.1 0.0
C -0.85266 -2.16921 0.42342 0.0 0.1 0.0
C -0.83368 1.53481 1.26989 0.0 -0.1 0.0
N -0.33948 -0.89227 0.89464 0.0 0.0 0.0
N 2.19772 0.37542 -1.48307 -0.3 -0.1 0.3
O 0.25785 1.60787 -1.91395 0.0 -0.1 0.0
H -0.50588 2.04414 -2.31099 0.1 0.0 0.0
H 0.46101 -0.64890 -1.71513 0.0 0.0 0.0
H 2.82665 0.80181 -0.81203 -0.1 -0.1 0.0
H 1.77568 1.05107 -2.19970 -0.1 -0.1 -0.1
H 1.62893 -1.50811 0.66280 0.0 0.0 -0.1
H 1.44193 0.19088 1.05040 0.0 0.0 0.0
H -1.53419 0.34708 -0.36809 0.0 0.0 0.0
H -2.22243 -0.11152 1.19889 0.0 0.0 0.0
H -1.02632 -2.20912 -0.66570 0.0 0.0 0.1
H -0.15847 -2.97074 0.68654 0.0 0.0 0.0
H -1.80523 -2.37780 0.91330 0.0 0.0 0.0
H -0.47330 1.41810 2.29504 0.0 0.0 0.0
H -0.05839 1.97178 0.63893 0.0 0.0 0.0
H -1.66813 2.23884 1.28080 0.0 0.0 0.0
```
Forces are in eV/Å.

Properties
- DFT total energy: -10437.1239 eV
- Kohn-Sham gap (alpha / beta): 0.3333 / 0.3332 Ha
- HOMO (alpha / beta): -0.3163 / -0.3163 hartree


The following is a quantum chemistry calculation of a 2-piece molecular cluster, CH2INO3S overall, from the OMol25 dataset.

Geometry as XYZ:
```
9
Properties=species:S:1:pos:R:3:forces:R:3
C -0.01279 0.49283 0.63064 1.8 -0.6 -1.5
N 3.50331 -1.51754 -0.78208 0.7 -1.6 1.6
O 4.27772 -2.34899 -0.35374 -1.4 1.6 -1.0
O 2.45978 -1.11228 -0.31277 1.2 -0.3 -1.3
O 1.20980 -0.87210 2.68017 0.2 0.6 0.6
S 0.65384 -1.10072 1.34981 -1.8 0.1 -0.9
I 1.63415 1.77901 -0.02057 0.0 0.3 -0.1
H -0.34257 1.18222 1.32034 -1.2 0.8 2.1
H -0.69091 0.49859 -0.24141 0.4 -0.9 0.6
```
Forces are in eV/Å.

Properties
- DFT total energy: -27632.0792 eV
- Kohn-Sham gap (alpha / beta): 0.2996 / 0.2394 Ha
- HOMO (alpha / beta): -0.3508 / -0.3240 hartree